1.
{
  "formula": "C17H19N5",
  "method": "ωB97M-V with the def2-TZVPD basis set",
  "charge": 0,
  "orbital_gap_ev": 8.5,
  "de_lowest_kj_mol": 7.9,
  "mol_weight_g_mol": 293.4,
  "e_lumo_ev": 0.709,
  "smiles": "Cc1ccc(CNc2ccc(CNc3ncn[nH]3)cc2)cc1",
  "species": ["C", "C", "C", "C", "C", "C", "N", "C", "C", "C", "C", "C", "N", "C", "N", "C", "N", "N", "C", "C", "C", "C", "H", "H", "H", "H", "H", "H", "H", "H", "H", "H", "H", "H", "H", "H", "H", "H", "H", "H", "H"],
  "xyz": [[4.00747, 2.15173, 3.97157], [3.58502, 1.09993, 2.99188], [2.23919, 0.88806, 2.71649], [1.84129, -0.09638, 1.83234], [2.78226, -0.89897, 1.19823], [2.35209, -1.92878, 0.18160], [2.01887, -1.31665, -1.09133], [0.80772, -0.72426, -1.36775], [-0.39626, -1.13643, -0.79078], [-1.59287, -0.56019, -1.16574], [-1.64317, 0.43611, -2.13211], [-2.95042, 1.07468, -2.54392], [-4.05099, 0.14462, -2.69040], [-4.79771, -0.28642, -1.64424], [-5.52143, -1.39169, -1.64042], [-6.15686, -1.34919, -0.45003], [-5.87708, -0.30533, 0.28264], [-4.99844, 0.38765, -0.48417], [-0.44992, 0.83960, -2.71903], [0.75082, 0.27898, -2.34186], [4.12733, -0.68430, 1.46552], [4.52289, 0.29928, 2.35392], [3.94944, 1.75838, 4.98709], [5.03252, 2.46521, 3.78890], [3.35538, 3.02044, 3.91209], [1.49426, 1.50192, 3.20250], [0.79047, -0.24113, 1.62850], [3.16559, -2.63839, 0.00118], [1.48860, -2.48724, 0.54385], [2.80356, -0.82867, -1.50287], [-0.40911, -1.91900, -0.04839], [-2.50359, -0.90747, -0.69929], [-3.24238, 1.83840, -1.81510], [-2.81827, 1.57684, -3.50744], [-3.91173, -0.57795, -3.38238], [-6.83296, -2.11523, -0.13119], [-4.61688, 1.25790, -0.15582], [-0.46127, 1.61133, -3.47590], [1.66805, 0.61112, -2.80847], [4.87363, -1.29633, 0.97781], [5.57488, 0.44786, 2.55251]],
  "forces_ev_per_a": [[0.0, -0.1, 0.1], [0.1, 0.0, -0.1], [0.0, 0.0, 0.0], [0.0, 0.0, 0.0], [0.0, -0.2, 0.0], [0.0, 0.1, 0.1], [0.5, -0.2, -0.3], [-0.3, 0.1, -0.2], [0.2, 0.0, 0.1], [0.0, 0.1, -0.1], [-0.1, 0.1, -0.1], [0.1, 0.0, 0.0], [0.2, 0.0, -0.4], [-0.5, 0.0, 0.4], [0.4, 0.0, -0.6], [0.3, 0.4, 0.1], [-0.4, 0.0, 0.8], [0.2, -0.3, -0.6], [-0.1, 0.0, 0.1], [0.1, 0.0, 0.1], [-0.1, -0.1, 0.0], [0.0, 0.1, 0.0], [0.0, 0.1, 0.1], [0.1, 0.1, 0.0], [0.0, 0.1, 0.0], [-0.1, 0.1, 0.1], [-0.1, 0.0, 0.0], [-0.1, 0.0, 0.1], [0.1, -0.1, 0.0], [-0.1, 0.0, 0.1], [0.0, -0.1, 0.1], [-0.1, -0.1, 0.0], [0.0, 0.0, -0.2], [0.0, 0.1, 0.2], [-0.1, 0.0, 0.1], [-0.2, -0.1, 0.2], [0.0, -0.1, -0.1], [0.0, 0.1, -0.1], [0.1, 0.0, -0.1], [0.1, -0.1, -0.1], [0.1, 0.0, 0.0]],
  "lowdin_charge": [-0.0538, -0.2848, -0.0395, -0.0282, -0.2151, -0.1517, 0.0232, -0.2763, -0.0284, -0.0312, -0.2254, -0.1502, 0.0564, -0.4436, 0.1085, -0.2526, 0.0239, 0.0496, -0.0489, -0.0249, -0.0425, -0.0464, 0.0842, 0.0746, 0.0770, 0.1123, 0.1060, 0.1194, 0.1116, 0.1312, 0.1032, 0.1065, 0.1170, 0.1203, 0.1445, 0.0948, 0.1428, 0.1099, 0.1084, 0.1087, 0.1095]
}

---

2.
{
  "formula": "C17H19N5O2S",
  "method": "ωB97M-V with the def2-TZVPD basis set",
  "charge": 0,
  "orbital_gap_ev": 8.4,
  "de_lowest_kj_mol": 457.0,
  "mol_weight_g_mol": 357.4,
  "e_lumo_ev": -0.248,
  "smiles": "CCCNc1nc(S(C)(=O)=O)nc2c1cnn2/C=C\\c1ccccc1",
  "species": ["C", "C", "C", "N", "C", "N", "C", "S", "C", "O", "O", "N", "C", "C", "C", "N", "N", "C", "C", "C", "C", "C", "C", "C", "C", "H", "H", "H", "H", "H", "H", "H", "H", "H", "H", "H", "H", "H", "H", "H", "H", "H", "H", "H"],
  "xyz": [[-2.49926, 2.53912, 5.35366], [-1.69299, 2.49622, 4.06932], [-0.72397, 1.33648, 4.06215], [0.26416, 1.52443, 2.96245], [0.31925, 0.65391, 1.90383], [-0.58962, -0.26837, 1.69757], [-0.42122, -1.16334, 0.69503], [-1.74997, -2.44469, 0.36446], [-2.03623, -2.34754, -1.39876], [-3.06053, -2.11452, 0.95482], [-1.29988, -3.81536, 0.68353], [0.65551, -1.11727, -0.12608], [1.52757, -0.14462, 0.07051], [1.38068, 0.78376, 1.08210], [2.55681, 1.59567, 1.06470], [3.33524, 1.19602, 0.09665], [2.70159, 0.21946, -0.55614], [3.33308, -0.54528, -1.55364], [2.90214, -1.06452, -2.76920], [1.65309, -0.85001, -3.43156], [1.29459, -1.75731, -4.42785], [0.04958, -1.64889, -5.11911], [-0.78915, -0.56953, -4.86508], [-0.40829, 0.36781, -3.90624], [0.78687, 0.20845, -3.17529], [-1.87905, 2.78327, 6.25079], [-2.95495, 1.55576, 5.51065], [-3.31189, 3.31138, 5.27206], [-2.37204, 2.41118, 3.19941], [-1.07561, 3.44119, 4.01125], [-0.17700, 1.34776, 5.00355], [-1.26709, 0.39018, 3.93507], [0.97986, 2.20104, 3.03308], [-1.07839, -2.13281, -1.90062], [-2.41841, -3.29564, -1.74963], [-2.74186, -1.56224, -1.60500], [2.75535, 2.35865, 1.83568], [4.35240, -0.83017, -1.31724], [3.64878, -1.74528, -3.23017], [2.02897, -2.55023, -4.61516], [-0.21934, -2.43049, -5.80840], [-1.71989, -0.49751, -5.40029], [-1.10405, 1.19655, -3.74159], [1.06522, 0.97732, -2.41528]],
  "forces_ev_per_a": [[-0.6, 0.6, 0.4], [0.3, 1.0, 0.0], [0.6, 0.7, -0.7], [-2.2, -2.3, 0.1], [-0.7, 1.3, 2.2], [-1.7, -2.1, -0.4], [2.5, 2.4, 0.0], [-2.5, -2.6, 0.7], [1.5, 0.5, -0.3], [2.3, 0.6, -0.4], [0.4, 2.5, -0.5], [-2.0, -2.0, -0.7], [-0.3, 1.2, 0.7], [2.2, 0.4, -1.3], [-0.9, -0.3, 0.7], [0.7, 1.1, 0.2], [-1.2, -2.0, -0.9], [0.7, -1.5, -2.6], [1.7, 1.1, 3.3], [-1.1, -0.2, -1.0], [-1.0, -0.1, -0.6], [1.6, -0.1, 0.9], [0.7, -0.5, 0.3], [0.2, -0.1, 0.3], [-0.8, 1.4, 0.3], [-0.4, -0.2, -0.7], [-0.1, 0.2, 0.2], [0.7, -0.8, 0.2], [0.4, 0.3, 0.3], [-0.8, -0.8, -0.3], [0.1, -0.3, 0.1], [0.5, 0.2, -0.1], [0.5, 0.5, 0.2], [-0.3, -0.1, 0.1], [-0.1, -0.3, 0.3], [-0.2, 0.4, 0.1], [0.6, -0.3, -1.0], [0.0, 0.3, 0.3], [-0.7, 0.6, 0.3], [-0.6, 0.1, -0.2], [-0.1, 0.0, -0.3], [-0.2, 0.2, 0.0], [0.5, -0.1, 0.2], [-0.3, -0.7, -0.7]],
  "lowdin_charge": [-0.1313, -0.2798, -0.1897, 0.0800, -0.2991, 0.1670, -0.2937, 0.7158, -0.1426, -0.3508, -0.3446, 0.1767, -0.2321, -0.1109, -0.0520, 0.1114, -0.0797, -0.0283, -0.0254, -0.2737, -0.0252, -0.0668, -0.1020, -0.0779, -0.0374, 0.0818, 0.0726, 0.0841, 0.1184, 0.1196, 0.1173, 0.1222, 0.1084, 0.0511, 0.0704, 0.0618, 0.1211, 0.1074, 0.1209, 0.1123, 0.0948, 0.0980, 0.1060, 0.1242]
}

---

3.
{
  "formula": "C17H19N7O2SV",
  "method": "ωB97M-V with the def2-TZVPD basis set",
  "charge": 2,
  "orbital_gap_ev": [6.3, 6.7],
  "spin_multiplicity": 2,
  "de_lowest_kj_mol": 78.1,
  "mol_weight_g_mol": 436.4,
  "e_lumo_ev": [-7.633, -7.282],
  "species": ["V", "O", "C", "C", "C", "C", "C", "C", "C", "N", "N", "C", "O", "C", "C", "C", "C", "C", "C", "H", "H", "H", "H", "H", "H", "H", "H", "H", "H", "C", "C", "N", "N", "C", "S", "N", "N", "H", "H", "H", "H", "H", "H", "N", "H", "H", "H"],
  "xyz": [[-0.48461, -0.22919, -0.49036], [-0.50798, 1.15891, -1.43991], [-0.85975, 2.50423, -1.47019], [-0.71552, 3.24271, -2.61411], [-1.11278, 4.57786, -2.58004], [-1.61740, 5.14463, -1.41625], [-1.74121, 4.37671, -0.26929], [-1.36770, 3.03459, -0.28894], [-1.55583, 2.20770, 0.88670], [-1.25776, 0.96146, 0.94791], [-1.57227, 0.30684, 2.15790], [-1.45622, -0.95160, 1.98541], [-1.06359, -1.38438, 0.73260], [-1.73706, -1.94420, 3.01215], [-1.76253, -3.29762, 2.68370], [-2.05950, -4.23510, 3.65882], [-2.31797, -3.81882, 4.95757], [-2.28374, -2.46815, 5.28700], [-1.99562, -1.52574, 4.31871], [-0.32080, 2.79680, -3.51663], [-1.03213, 5.17442, -3.47875], [-1.92290, 6.18133, -1.40729], [-2.13353, 4.80947, 0.64274], [-2.00160, 2.64476, 1.77675], [-1.55239, -3.61351, 1.67109], [-2.08960, -5.28682, 3.41014], [-2.54442, -4.55137, 5.72101], [-2.48233, -2.15351, 6.30223], [-1.96237, -0.47299, 4.56265], [4.74952, -0.57941, -3.49368], [4.29163, -0.34070, -2.10425], [5.03983, -0.07356, -1.08261], [4.16092, 0.07414, -0.04149], [2.89794, -0.09667, -0.39034], [1.55777, 0.02488, 0.67340], [2.95647, -0.36290, -1.71008], [1.82658, -0.66801, -2.47475], [5.83513, -0.53082, -3.50974], [4.35606, 0.17983, -4.17087], [4.44191, -1.56290, -3.85192], [4.51028, 0.28780, 0.88209], [1.65408, 0.09528, -3.12336], [2.02095, -1.51289, -3.00508], [-1.09892, -1.81522, -1.92185], [-2.06422, -2.06829, -1.71319], [-0.55615, -2.66776, -1.79695], [-1.06869, -1.57218, -2.90867]],
  "forces_ev_per_a": [[1.2, -1.2, 0.4], [-0.4, 2.1, -1.3], [0.2, -1.0, 0.2], [0.0, 0.2, -0.2], [0.0, -0.1, 0.0], [0.0, 0.0, 0.1], [0.0, 0.1, -0.1], [-0.1, -0.1, 0.5], [-0.1, 0.5, -0.1], [-0.2, -0.6, 0.6], [0.2, 0.8, -0.5], [0.1, -0.6, -0.5], [-0.9, -0.1, 1.0], [0.1, 0.0, -0.2], [0.0, -0.1, 0.0], [0.0, 0.0, 0.0], [0.0, 0.0, 0.0], [0.0, 0.0, 0.0], [0.0, 0.0, 0.1], [0.0, 0.0, 0.0], [0.0, 0.0, 0.0], [0.0, 0.0, 0.0], [0.0, 0.0, 0.0], [0.0, 0.0, 0.0], [0.0, 0.0, 0.0], [0.0, 0.0, 0.0], [0.0, 0.0, 0.0], [0.0, 0.0, 0.0], [0.0, 0.0, 0.0], [0.0, 0.0, 0.1], [0.1, 0.0, 0.0], [-0.4, 0.0, 0.1], [0.3, 0.0, 0.0], [-0.2, 0.0, 0.1], [0.0, -0.1, -0.2], [-0.2, -0.1, -0.2], [0.1, 0.1, 0.1], [0.0, 0.0, 0.0], [0.0, 0.0, 0.0], [0.0, 0.0, 0.0], [0.0, 0.0, 0.0], [0.0, 0.0, 0.0], [0.0, 0.0, 0.0], [0.0, 0.1, 0.2], [0.0, 0.0, 0.0], [0.0, 0.0, 0.0], [0.0, 0.0, 0.0]],
  "mulliken_spin": [1.0946, -0.0679, 0.0062, -0.0070, 0.0140, -0.0114, 0.0128, 0.0106, 0.0470, -0.0547, -0.0065, -0.0074, -0.0286, -0.0029, -0.0016, 0.0010, -0.0024, 0.0010, -0.0023, 0.0007, 0.0003, -0.0001, 0.0001, -0.0035, 0.0011, 0.0000, -0.0001, 0.0000, -0.0004, 0.0001, -0.0004, -0.0004, 0.0007, 0.0081, -0.0419, -0.0003, 0.0083, -0.0001, 0.0001, -0.0002, -0.0002, 0.0001, 0.0021, 0.0258, 0.0017, 0.0026, 0.0012]
}